# 1
DFT (ωB97M-V with the def2-TZVPD basis set) results for C31H34FHfN8O7S3 as an isolated structure.

Each line ends with the Löwdin charge.
CARTESIAN COORDINATES (ANGSTROEM)
Hf -1.87 -2.00 -0.65  1.65
F 3.23 2.77 -0.39  0.07
C 1.92 3.05 -0.20  -0.18
C 1.03 2.02 -0.26  0.10
C -0.33 2.27 -0.08  -0.03
C -1.27 1.17 -0.19  -0.27
O -0.84 0.05 -0.51  -0.17
C -2.63 1.47 0.09  -0.01
C -2.99 2.75 0.34  0.06
N -2.13 3.80 0.38  0.02
C -2.63 5.15 0.54  -0.26
C -2.38 5.87 1.84  -0.10
C -3.76 5.39 1.49  -0.08
C -0.77 3.57 0.17  -0.11
C 0.17 4.61 0.22  0.06
C 1.52 4.37 0.02  -0.13
N 2.43 5.47 0.08  -0.10
C 3.87 5.24 0.21  -0.13
C 4.53 6.60 0.52  -0.07
N 3.47 7.50 1.11  0.05
C 2.47 7.89 0.06  -0.07
C 2.16 6.63 -0.76  -0.12
C -3.70 0.41 0.08  -0.56
O -4.73 0.63 0.69  0.09
O -3.43 -0.64 -0.64  -0.16
H 1.36 1.00 -0.46  0.12
H -4.03 2.97 0.53  0.15
H -2.60 5.72 -0.37  0.15
H -2.18 6.93 1.80  0.10
H -1.85 5.33 2.61  0.12
H -4.50 6.12 1.19  0.11
H -4.16 4.55 2.05  0.11
H -0.17 5.62 0.44  0.11
H 4.33 4.83 -0.69  0.13
H 4.04 4.55 1.02  0.14
H 4.90 7.10 -0.37  0.14
H 5.34 6.50 1.23  0.14
H 3.88 8.31 1.56  0.18
H 2.98 6.95 1.82  0.18
H 2.90 8.68 -0.54  0.14
H 1.59 8.27 0.58  0.13
H 2.78 6.60 -1.67  0.14
H 1.13 6.65 -1.08  0.13
N -2.24 -3.15 3.21  0.23
C -2.56 -2.80 1.98  -0.50
O -2.05 -1.77 1.45  -0.14
C -3.62 -3.59 1.25  -0.18
C -3.52 -3.47 -0.30  -0.25
H -1.47 -2.67 3.64  0.14
H -2.44 -4.08 3.52  0.11
H -4.56 -3.17 1.61  0.13
H -3.58 -4.62 1.60  0.10
H -4.47 -3.11 -0.68  0.05
H -3.36 -4.46 -0.72  0.05
S 1.04 -1.82 0.58  0.69
C 2.00 -2.93 -0.27  -0.83
N 2.48 -4.07 0.24  0.04
C 3.18 -4.89 -0.75  -0.11
C 3.02 -4.06 -2.04  -0.11
N 2.40 -2.83 -1.54  0.04
H 2.12 -4.44 1.11  0.09
H 2.73 -5.87 -0.84  0.11
H 4.23 -5.02 -0.48  0.12
H 2.36 -4.55 -2.76  0.11
H 3.97 -3.85 -2.52  0.11
H 2.04 -2.10 -2.15  0.05
S 0.79 -0.47 -3.74  0.58
C -0.61 -1.02 -3.13  -0.92
N -1.64 -1.41 -2.71  -0.05
O -1.67 -6.06 2.29  -0.29
S -0.52 -5.70 1.50  0.67
O 0.74 -5.60 2.18  -0.29
N -0.81 -4.33 0.63  -0.06
C -0.66 -4.55 -0.66  -0.53
O -0.76 -3.61 -1.52  -0.15
C -0.42 -5.97 -1.02  -0.14
C -0.29 -6.51 -2.29  0.01
C -0.09 -7.88 -2.39  -0.05
C -0.02 -8.68 -1.25  -0.05
C -0.14 -8.13 0.02  -0.02
C -0.34 -6.77 0.10  -0.21
H -0.37 -5.87 -3.16  0.13
H 0.01 -8.34 -3.37  0.11
H 0.12 -9.75 -1.35  0.11
H -0.09 -8.74 0.91  0.13

The total energy is -3508.8875 Eh. As for the energy relative to the best compared isomer or geometry (same formula, charge and spin): 0.699 eV. The calculation puts the HOMO-LUMO gap at 0.2331 hartree. The charge is +1.

=====

# 2
DFT (ωB97M-V with the def2-TZVPD basis set) results for C31H34MnN7O3SSi2 as an isolated structure.

Each line ends with the Löwdin charge.
CARTESIAN COORDINATES (ANGSTROEM)
Mn 0.61 1.04 -0.77  0.52
S -0.47 -0.32 0.84  0.91
C 0.60 0.68 1.86  -0.53
C 0.78 0.61 3.22  -0.03
C 1.74 1.44 3.78  0.01
C 2.47 2.29 2.96  0.01
C 2.20 2.30 1.59  -0.06
N 1.28 1.51 1.05  -0.07
H 0.21 -0.08 3.82  0.11
H 1.93 1.42 4.84  0.14
H 3.23 2.95 3.36  0.13
H 2.74 2.96 0.92  0.13
O 0.33 4.94 -6.53  0.16
N 0.79 3.93 -6.06  -0.34
O 1.58 3.17 -6.59  0.11
C 0.40 3.57 -4.68  -0.06
C 0.22 4.57 -3.80  0.11
C -0.12 4.28 -2.44  -0.10
C -0.53 5.26 -1.53  0.07
C -0.97 4.89 -0.28  0.02
C -0.93 3.54 0.08  -0.06
N -0.52 2.60 -0.75  0.00
C -0.15 2.95 -2.01  -0.13
C 0.06 1.87 -2.99  -0.16
N -0.05 0.59 -2.54  0.01
C -0.14 -0.39 -3.40  -0.05
C -0.07 -0.16 -4.78  0.02
C 0.17 1.10 -5.25  0.06
C 0.24 2.18 -4.34  -0.07
H 0.31 5.59 -4.14  0.16
H -0.52 6.31 -1.82  0.15
H -1.33 5.62 0.43  0.14
H -1.24 3.22 1.07  0.14
H -0.24 -1.39 -3.00  0.13
H -0.17 -1.00 -5.47  0.14
H 0.28 1.28 -6.31  0.14
C -3.14 0.36 2.71  -0.15
Si -2.88 -0.34 1.04  0.58
C -3.36 0.66 -0.43  -0.16
C -3.01 -2.14 0.76  -0.31
C -4.31 -2.58 0.46  -0.07
C -4.56 -3.93 0.23  -0.02
C -3.52 -4.84 0.30  -0.02
C -2.23 -4.41 0.59  -0.07
C -1.96 -3.06 0.82  -0.30
Si -0.20 -2.66 1.12  0.57
C 0.84 -3.18 -0.32  -0.16
C 0.50 -2.78 2.80  -0.15
H -4.02 -0.11 3.15  0.07
H -3.32 1.43 2.68  0.05
H -2.29 0.16 3.37  0.03
H -4.41 0.98 -0.34  0.07
H -3.27 0.06 -1.33  0.05
H -2.75 1.56 -0.52  0.01
H -5.13 -1.88 0.41  0.12
H -5.57 -4.26 0.00  0.13
H -3.71 -5.90 0.13  0.13
H -1.44 -5.15 0.64  0.12
H 1.80 -3.57 0.01  0.06
H 1.03 -2.32 -0.97  0.01
H 0.33 -3.95 -0.89  0.05
H 0.61 -3.83 3.08  0.07
H -0.15 -2.32 3.55  0.05
H 1.49 -2.32 2.82  0.04
C 5.91 -0.15 -2.37  0.03
N 4.66 -0.21 -1.62  -0.07
C 4.47 -1.03 -0.44  0.01
C 3.03 -0.73 -0.08  -0.44
O 2.44 -1.17 0.88  0.02
N 2.49 0.12 -1.04  0.10
C 3.51 0.38 -1.92  -0.36
N 3.38 1.17 -2.98  0.25
H 6.74 -0.24 -1.66  0.11
H 6.02 0.81 -2.87  0.10
H 5.98 -0.96 -3.10  0.11
H 5.15 -0.76 0.37  0.16
H 4.61 -2.09 -0.65  0.16
H 2.48 1.56 -3.22  0.09
H 4.13 1.30 -3.64  0.13

The total energy is -3938.0563 Eh. As for the energy relative to the best compared isomer or geometry (same formula, charge and spin): 1.324 eV. The calculation puts the HOMO-LUMO gap (spin up / spin down) at 0.2939 / 0.2835 hartree. The charge is +3. The expectation value of S² is 1.193. As for the multiplicity: 2.

=====

# 3
DFT (ωB97M-V with the def2-TZVPD basis set) results for C31H34N5O3 as an isolated structure.

Each line ends with the Löwdin charge.
CARTESIAN COORDINATES (ANGSTROEM)
C -2.18 5.22 -0.34  -0.01
N -2.11 3.78 -0.17  -0.03
C -3.25 3.03 -0.11  -0.36
O -4.40 3.48 -0.10  0.08
C -2.80 1.56 -0.03  -0.18
C -3.35 0.75 -1.21  -0.09
C -4.85 0.57 -1.12  -0.24
C -5.67 0.98 -2.18  -0.04
C -7.06 0.93 -2.04  -0.07
C -7.62 0.43 -0.86  -0.08
C -6.80 -0.04 0.17  -0.07
C -5.41 0.02 0.04  -0.05
N -1.35 1.67 -0.04  -0.02
C -0.64 0.53 -0.03  -0.10
C 0.70 0.38 -0.32  -0.03
C 1.58 -0.79 -0.17  -0.23
C 3.00 -0.58 -0.33  -0.14
C 3.56 0.69 -0.47  0.07
C 4.96 0.88 -0.60  -0.14
N 5.50 2.18 -0.82  -0.31
O 6.72 2.31 -1.05  0.07
O 4.76 3.19 -0.81  0.06
C 5.85 -0.20 -0.56  0.01
C 5.32 -1.47 -0.40  -0.04
C 3.94 -1.66 -0.33  0.00
C -0.86 3.02 -0.29  -0.47
C -0.27 3.19 -1.70  0.01
C 0.17 3.53 0.73  0.01
H -3.23 5.53 -0.27  0.10
H -1.62 5.74 0.45  0.09
H -1.79 5.54 -1.31  0.10
H -3.18 1.16 0.93  0.16
H -3.08 1.26 -2.15  0.13
H -2.85 -0.22 -1.20  0.11
H -5.20 1.38 -3.09  0.12
H -7.69 1.29 -2.85  0.11
H -8.70 0.40 -0.74  0.10
H -7.22 -0.44 1.09  0.10
H -4.74 -0.32 0.83  0.11
H -1.17 -0.33 0.33  0.12
H 1.19 1.35 -0.59  0.07
H 0.98 -1.57 0.86  0.23
H 3.01 1.62 -0.36  0.10
H 6.90 -0.02 -0.69  0.12
H 5.99 -2.33 -0.33  0.12
H 3.54 -2.66 -0.15  0.09
H -1.02 2.96 -2.47  0.10
H 0.07 4.23 -1.84  0.09
H 0.60 2.55 -1.84  0.07
H -0.27 3.55 1.74  0.10
H 1.06 2.90 0.74  0.07
H 0.48 4.55 0.47  0.09
C 3.93 -3.81 4.13  -0.03
C 3.94 -4.82 3.15  -0.05
C 3.18 -4.69 2.01  -0.02
C 2.37 -3.55 1.78  -0.16
C 1.62 -3.43 0.57  -0.17
N 1.32 -2.21 -0.16  -0.05
C 0.25 -2.56 -1.10  -0.08
C 0.05 -4.04 -1.09  -0.06
N 0.96 -4.42 0.02  0.13
C 2.38 -2.52 2.77  0.01
C 3.11 -2.70 3.94  -0.05
H 4.56 -3.88 5.01  0.12
H 4.55 -5.70 3.31  0.12
H 3.20 -5.49 1.25  0.13
H -0.59 -1.94 -0.77  0.11
H 0.51 -2.15 -2.06  0.15
H -0.98 -4.32 -0.87  0.14
H 0.34 -4.52 -2.01  0.13
H 0.98 -5.38 0.33  0.17
H 1.76 -1.63 2.65  0.12
H 3.04 -1.95 4.73  0.12

The total energy is -1700.6796 Eh. As for the energy relative to the best compared isomer or geometry (same formula, charge and spin): 5.539 eV. The calculation puts the HOMO-LUMO gap at 0.1948 hartree. The charge is +1.

=====

# 4
DFT (ωB97M-V with the def2-TZVPD basis set) results for C31H35AgCl2N2OP as an isolated structure.

Each line ends with the Löwdin charge.
CARTESIAN COORDINATES (ANGSTROEM)
Ag 0.13 0.18 -0.30  0.67
Cl 3.14 4.25 -1.18  0.64
C 1.71 4.25 -0.19  -0.60
C 1.45 5.37 0.60  -0.15
C 0.34 5.41 1.40  -0.63
Cl 0.06 6.84 2.38  0.62
C -0.56 4.33 1.44  -0.19
C -1.72 4.29 2.25  -0.04
C -2.53 3.20 2.23  -0.06
C -2.19 2.12 1.39  -0.16
N -1.13 2.12 0.63  0.06
C -0.30 3.19 0.63  -0.14
C 0.88 3.11 -0.24  -0.45
O 1.12 2.10 -0.96  -0.18
H 2.14 6.20 0.58  0.10
H -1.94 5.14 2.89  0.08
H -3.42 3.14 2.84  0.10
H -2.81 1.23 1.35  0.09
C 2.13 -0.70 4.67  -0.12
C 1.08 -0.23 3.67  -0.55
C -0.34 -0.53 4.15  -0.13
P 1.23 -0.71 1.87  1.03
C 3.06 -0.70 1.57  -0.57
C 3.58 0.74 1.65  -0.12
C 3.35 -1.29 0.19  -0.13
C 0.76 -2.45 1.73  -0.31
C 1.13 -3.41 2.67  -0.08
C 0.73 -4.74 2.63  -0.31
C 1.14 -5.73 3.68  -0.08
C -0.10 -5.10 1.56  -0.07
C -0.48 -4.20 0.59  -0.03
C -0.04 -2.84 0.60  -0.34
N -0.36 -1.98 -0.38  -0.05
C -1.10 -2.42 -1.49  -0.27
C -2.45 -2.09 -1.61  -0.21
C -3.11 -1.29 -0.51  -0.05
C -3.17 -2.48 -2.74  -0.03
C -2.57 -3.20 -3.77  -0.29
C -3.36 -3.64 -4.97  -0.07
C -1.22 -3.51 -3.64  -0.03
C -0.48 -3.14 -2.53  -0.21
C 0.99 -3.45 -2.43  -0.04
H 1.97 -0.19 5.63  0.07
H 3.15 -0.48 4.35  0.06
H 2.07 -1.77 4.87  0.06
H 1.17 0.86 3.60  0.09
H -0.49 -1.61 4.26  0.07
H -1.07 -0.16 3.43  0.06
H -0.53 -0.05 5.11  0.07
H 3.54 -1.32 2.33  0.09
H 3.11 1.35 0.87  0.06
H 4.66 0.77 1.50  0.08
H 3.36 1.21 2.62  0.06
H 2.88 -0.69 -0.59  0.06
H 2.98 -2.31 0.11  0.06
H 4.43 -1.30 0.00  0.07
H 1.77 -3.11 3.49  0.08
H 1.90 -5.31 4.34  0.06
H 1.55 -6.64 3.24  0.07
H 0.29 -6.04 4.31  0.07
H -0.46 -6.13 1.49  0.10
H -1.12 -4.53 -0.22  0.11
H -2.98 -1.77 0.46  0.08
H -4.18 -1.17 -0.71  0.07
H -2.65 -0.30 -0.44  0.04
H -4.22 -2.21 -2.82  0.11
H -4.29 -3.08 -5.06  0.07
H -3.62 -4.70 -4.92  0.07
H -2.79 -3.49 -5.89  0.07
H -0.73 -4.05 -4.44  0.11
H 1.34 -3.95 -3.33  0.07
H 1.20 -4.09 -1.57  0.07
H 1.56 -2.53 -2.29  0.07

The total energy is -2795.8743 Eh. The calculation puts the HOMO-LUMO gap at 0.2413 hartree. The charge is -1.